Below is a molecular structure, C6H11N in a non-equilibrium geometry, with properties calculated with the ωB97M-V functional and the def2-TZVPD basis.

```
18
Properties=species:S:1:pos:R:3:forces:R:3:nbo_charge:R:1
N 0.675 -0.813 -1.211 -2.878 -0.147 -0.615 -0.672
C 0.015 0.004 -0.227 1.679 1.386 1.193 0.008
C -0.037 1.656 1.622 -0.192 -0.723 0.005 -0.712
C -2.327 -0.775 0.169 -2.944 1.016 -1.523 -0.705
C 2.060 -1.057 -1.122 2.996 1.474 0.399 -0.397
C 0.538 1.189 0.350 0.324 -0.593 -2.639 -0.099
C -1.056 -0.361 0.618 0.533 -0.571 -0.420 0.050
H 2.328 -1.092 0.004 -0.162 0.145 -1.898 0.211
H 2.488 -1.988 -1.608 -1.165 0.797 0.511 0.204
H -2.784 0.305 -0.141 0.595 -2.202 1.012 0.276
H 0.727 1.452 2.395 -0.159 1.008 0.030 0.202
H -0.888 0.585 1.506 0.409 0.942 1.613 0.237
H -2.381 -1.261 -0.803 0.231 -0.333 -0.308 0.213
H 0.251 -0.854 -2.146 0.373 0.067 0.886 0.384
H -0.458 2.669 1.605 -0.297 -0.635 0.222 0.223
H 1.229 1.838 -0.222 0.483 -0.951 0.554 0.192
H -3.017 -1.324 0.857 0.592 0.814 -0.231 0.227
H 2.637 -0.174 -1.645 -0.420 -1.493 1.207 0.158
```
Forces are in eV/Å.

The value obtained for the frontier orbital gap is 0.2263 Ha. The energy above the lowest of the compared OMol25 structures with the same formula, charge and spin comes out at 6.917 eV. The molar mass comes out at 97.16 Da. As for the total energy: -289.71749 a.u.


Below is a single C6H11N molecule in a non-equilibrium geometry, with properties calculated with the ωB97M-V functional and the def2-TZVPD basis.

```
18
Properties=species:S:1:pos:R:3:forces:R:3:nbo_charge:R:1
N -0.683 -0.255 -1.263 -0.644 -0.227 -0.763 -0.824
C 1.845 0.712 -0.351 0.950 0.601 -0.189 -0.445
C -0.547 0.236 0.029 -0.296 -0.489 -1.140 0.159
C 2.699 -0.551 -0.491 0.383 0.721 0.006 -0.598
C 0.650 0.571 0.533 -0.749 1.378 -0.171 -0.285
C -1.767 0.249 0.853 1.195 -1.485 2.491 -0.214
C -2.719 -0.691 0.937 0.233 0.713 -1.274 -0.359
H 2.110 -1.405 -0.811 0.128 -0.204 0.003 0.195
H 2.506 1.526 -0.028 -0.039 -0.278 0.752 0.212
H 3.538 -0.365 -1.163 -0.186 -0.162 -0.406 0.205
H 0.061 -0.719 -1.756 0.459 0.310 0.410 0.384
H -3.024 -1.200 0.031 -0.072 -0.537 0.208 0.176
H 3.199 -0.744 0.455 -0.321 -0.371 0.256 0.207
H 0.608 1.087 1.486 0.301 -0.239 0.099 0.205
H -3.164 -0.946 1.886 -0.506 0.324 -0.142 0.209
H 1.597 1.179 -1.315 -0.542 -0.792 -0.233 0.206
H -1.540 -0.732 -1.492 -0.141 0.213 0.262 0.373
H -1.511 0.638 1.840 -0.152 0.522 -0.169 0.196
```
Forces are in eV/Å.

The value obtained for the frontier orbital gap is 0.3176 Ha. The energy above the lowest of the compared OMol25 structures with the same formula, charge and spin comes out at 1.796 eV. The structure (SMILES) is C=C/C(N)=C/CC. The molar mass comes out at 97.16 Da. As for the total energy: -289.90569 a.u.


Below is a gas-phase ion, C6H11N (charge +1) in a non-equilibrium geometry, with properties calculated with the ωB97M-V functional and the def2-TZVPD basis.

```
18
Properties=species:S:1:pos:R:3:forces:R:3:nbo_charge:R:1
N -2.825 0.123 0.376 1.996 0.637 1.062 -0.622
C -0.456 -0.032 -0.189 -0.598 -0.084 -1.685 0.262
C -1.653 0.682 -0.029 -0.332 -0.252 0.883 0.118
C 2.055 0.104 -0.218 1.425 -0.136 -0.835 -0.221
C 2.859 -0.009 0.836 -1.639 -0.448 0.038 -0.333
C -0.464 -1.485 -0.536 -0.228 -0.122 1.753 -0.707
C 0.753 0.831 -0.343 0.171 -0.794 1.110 -0.530
H -1.568 1.764 -0.097 -0.481 -0.051 -0.124 0.231
H -1.343 -2.004 -0.134 -0.229 0.261 -0.554 0.232
H 0.331 -2.014 -0.003 0.478 0.225 -0.617 0.275
H -0.416 -1.593 -1.621 0.169 -0.144 0.018 0.287
H -3.350 0.743 0.978 -0.747 0.319 -0.523 0.422
H 0.698 1.337 -1.317 -0.074 0.097 0.161 0.284
H 0.702 1.574 0.464 0.001 0.258 -0.330 0.256
H 2.492 -0.302 -1.127 -0.256 0.381 -0.322 0.213
H -2.625 -0.707 0.929 -0.507 -0.588 -0.587 0.406
H 2.398 0.101 1.819 0.827 0.604 0.127 0.197
H 3.843 -0.422 0.678 0.023 -0.162 0.426 0.230
```
Forces are in eV/Å.

The value obtained for the frontier orbital gap (spin up / spin down) is 0.3478 / 0.2400 Ha. The energy above the lowest of the compared OMol25 structures with the same formula, charge and spin comes out at 1.026 eV. Its expectation value of S² is 0.756. As for the multiplicity: 2. The net charge is +1. The molar mass comes out at 97.16 Da. As for the total energy: -289.63089 a.u.


Below is a gas-phase ion, C6H11N2 (charge +1) in a non-equilibrium geometry, with properties calculated with the ωB97M-V functional and the def2-TZVPD basis.

```
19
Properties=species:S:1:pos:R:3:forces:R:3:nbo_charge:R:1
N 0.166 -0.910 2.076 -0.199 0.680 0.044 -0.363
N -0.543 0.679 0.372 -0.144 -1.482 2.857 -0.411
C 0.959 -1.411 -1.124 1.620 -1.248 1.126 -0.312
C -0.229 2.056 0.358 1.544 2.407 -3.497 -0.414
C -0.231 0.058 1.510 -0.351 0.674 -3.616 0.700
C 0.594 -1.715 2.968 0.323 -0.374 2.602 0.010
C -1.095 -0.027 -0.787 1.409 1.615 -2.010 -0.193
C 0.130 -0.416 -1.757 -1.268 0.649 -0.226 -0.504
H -1.001 2.679 0.719 -1.009 0.560 0.645 0.225
H 2.069 -1.682 -1.288 -2.243 0.643 0.230 0.234
H 0.254 -2.074 -0.589 1.303 -0.410 -0.040 0.154
H -0.393 -1.038 -2.461 -0.714 -0.149 -1.058 0.256
H 0.701 2.268 0.894 -0.160 -0.050 -0.149 0.231
H -0.088 2.414 -0.781 -0.091 -0.983 2.551 0.235
H -1.360 -0.976 -0.413 -1.318 -0.891 0.155 0.213
H 0.604 0.351 -2.363 0.006 0.408 0.423 0.242
H 1.681 -1.764 3.130 -0.516 -0.328 -0.291 0.224
H -1.903 0.609 -1.331 1.285 -1.327 1.242 0.253
H -0.096 -1.991 3.799 0.522 -0.394 -0.988 0.223
```
Forces are in eV/Å.

The value obtained for the frontier orbital gap (spin up / spin down) is 0.1974 / 0.3590 Ha. The energy above the lowest of the compared OMol25 structures with the same formula, charge and spin comes out at 6.904 eV. The net charge is +1. The molar mass comes out at 111.17 Da. As for the total energy: -344.26141 a.u.


Below is a gas-phase ion, C6H11N2 (charge +1) in a non-equilibrium geometry, with properties calculated with the ωB97M-V functional and the def2-TZVPD basis.

```
19
Properties=species:S:1:pos:R:3:forces:R:3:nbo_charge:R:1
N 2.160 -0.037 0.578 -1.251 -0.255 3.416 -0.319
N -1.021 1.128 -0.561 0.871 -0.501 0.815 -0.655
C -1.643 0.089 0.004 1.383 2.511 -0.968 0.444
C -0.986 -1.135 0.191 -0.286 -3.072 1.799 -0.351
C 3.206 0.740 0.162 2.674 0.217 2.237 -0.435
C -2.971 0.224 0.553 -2.859 0.565 0.795 -0.720
C 0.302 -1.492 0.328 0.158 0.336 -1.021 0.038
C 1.450 -0.687 -0.177 -1.584 -1.422 1.281 -0.023
H -3.049 1.076 1.262 0.259 -0.258 -0.521 0.279
H 3.271 0.676 -0.865 1.150 -0.033 -2.540 0.173
H -0.011 0.963 -0.782 -1.340 0.499 0.090 0.425
H 0.498 -2.508 0.693 0.033 0.471 0.011 0.251
H 2.943 1.754 0.417 0.426 0.557 0.345 0.225
H -3.778 0.415 -0.214 1.013 -0.143 0.484 0.295
H 1.620 -0.793 -1.183 0.539 -0.129 -3.065 0.170
H -1.294 2.122 -0.418 -0.094 -1.288 -0.351 0.443
H -3.314 -0.651 1.138 0.466 0.360 -0.534 0.268
H -1.642 -1.899 0.652 0.133 0.549 -0.684 0.244
H 4.151 0.390 0.785 -1.692 1.036 -1.590 0.246
```
Forces are in eV/Å.

The value obtained for the frontier orbital gap is 0.2958 Ha. The energy above the lowest of the compared OMol25 structures with the same formula, charge and spin comes out at 3.016 eV. The net charge is +1. The structure (SMILES) is C/N=C/C=C\C(C)=[NH2+]. The molar mass comes out at 111.17 Da. As for the total energy: -344.40433 a.u.


Below is a gas-phase ion, C6H11N2 (charge +1) in a non-equilibrium geometry, with properties calculated with the ωB97M-V functional and the def2-TZVPD basis.

```
19
Properties=species:S:1:pos:R:3:forces:R:3:nbo_charge:R:1
N -0.610 0.275 1.042 0.685 -1.335 0.202 -0.433
N 0.165 -1.026 -1.384 0.942 0.324 -0.355 -0.261
C 0.426 0.430 -1.157 -1.880 -0.008 0.304 -0.145
C -0.879 -1.403 -0.761 -0.488 1.018 1.074 -0.029
C -1.449 -0.607 0.218 -1.830 0.266 0.831 -0.029
C 0.630 0.469 0.329 -0.474 0.548 -2.032 0.098
C 1.560 0.764 -2.083 -0.272 -0.506 0.709 -0.621
C -0.344 -0.184 2.489 0.959 0.829 -1.265 -0.384
H -0.651 1.005 -1.320 2.636 -1.030 -0.100 0.196
H -1.127 1.139 1.050 -0.245 0.866 0.179 0.464
H 1.513 0.177 0.820 0.935 -0.248 0.501 0.217
H -2.527 -0.441 0.264 0.316 -0.219 0.560 0.241
H 0.618 -0.673 2.506 -0.217 -0.819 -0.165 0.240
H 2.236 -0.078 -2.189 0.266 -0.026 0.653 0.248
H -0.176 0.675 3.085 -0.147 1.184 0.429 0.238
H 1.173 0.823 -3.063 -0.520 0.700 -1.123 0.245
H 2.038 1.640 -1.739 0.774 1.083 -0.155 0.225
H -1.424 -2.276 -0.958 -0.354 -1.528 -0.679 0.247
H -1.169 -0.708 2.851 -1.085 -1.098 0.431 0.243
```
Forces are in eV/Å.

The value obtained for the frontier orbital gap (spin up / spin down) is 0.3192 / 0.2791 Ha. The energy above the lowest of the compared OMol25 structures with the same formula, charge and spin comes out at 5.850 eV. The net charge is +1. The molar mass comes out at 111.17 Da. As for the total energy: -344.30018 a.u.